1.
Molecular formula: C4H10N2OS
Method: DFT, ωB97M-V/def2-TZVPD

The geometry in XYZ format:
```
18
C4H10N2OS, DFT ωB97M-V/def2-TZVPD
N 1.0497 -2.9192 4.0306
C -0.3443 0.6222 -0.4340
C 0.3587 0.6779 0.9835
S -0.5130 -0.3726 2.2534
C 0.5128 0.5247 -1.4800
N -0.0805 0.4318 -2.8401
C -1.2933 1.2934 -3.0512
O 1.7692 0.7062 -1.5545
H 0.8256 -1.9360 3.7561
H 0.1186 -3.4240 3.9590
H 1.4869 -3.0004 4.9447
H -1.2342 0.1128 -0.2666
H 0.4526 1.7595 1.3348
H 1.3317 0.2256 0.7818
H 0.6234 0.7952 -3.4650
H -2.0082 0.8405 -2.3863
H -1.3134 2.2939 -2.5358
H -1.7421 1.3686 -4.0302
```

=====

2.
Molecular formula: C4H6N2O
Method: DFT, ωB97M-V/def2-TZVPD

The geometry in XYZ format:
```
13
C4H6N2O, DFT ωB97M-V/def2-TZVPD
H 0.4991 -3.0863 -0.6940
N 0.5654 -2.1242 -0.3634
C -0.5362 -1.5176 -0.5432
C -0.7140 -0.1064 -0.1190
N -2.0116 0.4131 -0.2502
C 0.3283 0.5756 0.3085
C 1.3730 1.3528 0.3648
O 2.2311 1.4600 1.4245
H -1.4356 -1.9866 -0.9662
H -2.7556 -0.1916 0.0712
H -2.1056 1.3467 0.1278
H 1.4937 2.0525 -0.4591
H 3.0681 1.8120 1.0984
```

## Properties
Structure (SMILES): [H]/N=C/C(N)=C=CO

=====

3.
Molecular formula: C3H7Cl3Si
Method: DFT, ωB97M-V/def2-TZVPD

The geometry in XYZ format:
```
14
C3H7Cl3Si, DFT ωB97M-V/def2-TZVPD
C 0.2795 0.3704 1.5049
C -0.5580 1.5092 -1.3754
C -0.4545 -1.7913 -1.0219
Si 0.0514 0.0129 -0.3466
Cl -1.9583 2.2063 -0.4625
Cl -2.2131 -1.9140 -0.6837
Cl 3.0498 -0.0483 -1.2466
H -0.8280 0.5746 1.7873
H 0.6562 -0.4623 1.9328
H 0.8669 1.2081 1.5076
H 0.2156 2.2957 -1.4794
H -0.7291 1.0238 -2.3120
H -0.1444 -2.7422 -0.5575
H -0.2458 -1.8409 -2.0634
```

=====

4.
Molecular formula: C2H4N6
Method: DFT, ωB97M-V/def2-TZVPD

The geometry in XYZ format:
```
12
C2H4N6, DFT ωB97M-V/def2-TZVPD
H 0.8777 -0.8638 2.4028
N 0.1121 -0.4240 1.8216
C 0.2119 -0.5187 0.5719
N 1.2854 -0.9861 -0.0109
C 1.4566 -0.6157 -1.1977
N 0.7229 0.3142 -1.9653
N -0.3752 0.8160 -1.4591
N -0.7604 0.3278 -0.2738
N -1.9069 1.0048 0.2628
H 2.3180 -0.9627 -1.8154
H -1.4294 1.5573 1.0367
H -2.5126 0.3509 0.6265
```

## Properties
Structure (SMILES): [H]/N=c1\ncnnn1N

=====

Going through the records in order, we get HOMO energy values of -8.898; -8.368; -9.270; -9.591 eV.
Going through the records in order, we get energy relative to the best compared isomer or geometry (same formula, charge and spin) values of 6.327; 3.172; 5.783; 2.554 eV.